[1]
A 9-piece molecular cluster, C18H54O18 overall at a distorted geometry. Source: OMol25; level of theory: ωB97M-V with the def2-TZVPD basis set.

Calculated values
max |F| = 2.893 eV/Å
highest occupied orbital energy = -9.44 eV
Kohn-Sham gap = 0.3589 Eh
SMILES string = OCCO.OCCO.OCCO.OCCO.OCCO.OCCO.OCCO.OCCO.OCCO
relative energy (zero: lowest compared OMol25 entry of this formula, charge and spin) = 145.7 kJ/mol

Geometry as XYZ:
```
90
Properties=species:S:1:pos:R:3:forces:R:3:lowdin_charge:R:1
C -5.71214 5.07367 1.12471 0.1 -0.6 0.3 -0.238
C -5.13689 3.68262 0.78756 -0.7 0.8 0.3 -0.212
O -3.75290 3.61200 1.15379 -0.3 -0.2 -0.2 -0.074
O -5.17467 6.10675 0.30090 -0.3 -0.5 0.6 -0.066
H -5.54726 5.23047 2.19874 0.7 0.3 0.0 0.116
H -6.80469 5.07088 1.13015 0.0 0.1 -0.9 0.116
H -5.27699 3.43028 -0.26563 0.0 0.1 -0.1 0.123
H -5.73408 2.98475 1.37579 0.5 -0.3 0.1 0.118
H -3.31703 4.31143 0.65212 0.2 0.1 0.1 0.034
H -4.21414 5.97148 0.32282 -0.5 0.1 -0.3 0.019
C 2.41302 1.39502 3.36925 -0.4 -0.8 -1.2 -0.252
C 1.20841 2.33828 3.47101 1.9 -0.1 1.2 -0.222
O 1.43830 3.26235 4.53472 -0.3 0.7 -0.5 -0.075
O 2.93337 1.01659 4.63575 -0.1 0.0 -0.3 -0.052
H 3.21331 1.72860 2.70514 0.3 1.1 0.9 0.107
H 2.14809 0.56749 2.69158 -0.5 -0.6 0.8 0.091
H 0.30811 1.79019 3.75008 -0.3 -0.1 -0.7 0.117
H 1.24182 2.85536 2.51265 -0.9 0.2 0.1 0.110
H 1.93731 2.81666 5.22624 0.2 -0.2 -0.1 0.068
H 2.25674 0.50928 5.09935 0.1 -0.1 -0.1 0.097
C -3.18048 -4.69668 1.34029 0.3 1.6 -0.1 -0.217
C -3.76133 -3.70250 0.34318 -0.7 -0.9 0.2 -0.260
O -2.92978 -2.61982 0.04265 0.6 0.2 -0.6 -0.061
O -3.09138 -3.99179 2.59534 -0.1 -0.7 -0.1 -0.080
H -2.17289 -4.92917 0.98372 0.0 -0.4 0.1 0.107
H -3.82658 -5.57100 1.40575 0.1 -0.1 0.0 0.122
H -4.75485 -3.39398 0.68101 0.0 0.2 0.1 0.122
H -3.92947 -4.26396 -0.57962 0.2 0.2 -0.2 0.116
H -2.86498 -1.94353 0.72131 -0.4 -0.3 0.4 0.091
H -3.10736 -4.66270 3.28558 0.1 0.2 0.1 0.081
C -0.90138 4.72551 -1.07146 -0.1 -0.2 1.8 -0.217
C -1.55163 6.10173 -1.10118 -0.1 -1.3 -1.9 -0.195
O -2.50003 6.08863 -0.04940 0.5 0.6 0.9 -0.095
O 0.01931 4.66223 0.03043 0.3 -0.1 -0.3 -0.068
H -0.37145 4.34392 -1.93819 0.0 0.6 -0.3 0.126
H -1.70794 4.02110 -0.85140 -0.1 -0.1 -0.4 0.095
H -2.13116 6.16082 -2.02949 0.2 0.3 -0.2 0.128
H -0.77501 6.86463 -1.10006 -0.3 0.3 0.6 0.130
H -2.73409 6.98121 0.23508 0.3 0.0 -0.1 0.118
H -0.44859 4.44690 0.84269 -0.1 0.1 -0.1 0.079
C -0.97996 -4.56276 -2.49674 -1.4 -0.1 0.7 -0.250
C -0.50736 -3.16262 -2.21103 0.9 -0.4 -1.3 -0.209
O 0.93210 -3.23450 -2.11246 -0.6 0.8 0.7 -0.092
O -0.52495 -5.50051 -1.54704 0.3 -0.2 0.2 -0.063
H -0.80727 -4.88366 -3.52801 0.4 0.1 0.0 0.121
H -2.06774 -4.53593 -2.34927 0.0 -0.1 -0.3 0.112
H -0.96700 -2.71070 -1.33622 0.1 -0.3 0.1 0.087
H -0.77013 -2.57632 -3.10096 0.0 0.3 0.2 0.124
H 1.11558 -2.73410 -1.29842 0.5 -0.3 0.0 0.051
H 0.42259 -5.35509 -1.41879 -0.1 0.1 -0.1 0.084
C 0.74129 -2.50472 1.80284 0.3 0.8 0.5 -0.217
C 1.00935 -3.42596 3.00317 -0.6 -0.2 -1.3 -0.229
O 1.04214 -4.79346 2.65337 0.5 -0.4 0.3 -0.057
O 1.55024 -2.67381 0.64507 -0.2 -0.8 0.7 -0.085
H 0.93406 -1.50388 2.21399 -0.2 0.2 -0.1 0.106
H -0.29618 -2.51627 1.46937 -0.1 -0.4 0.0 0.109
H 0.21066 -3.24828 3.72943 0.0 0.2 0.1 0.115
H 1.96971 -3.16420 3.44636 0.1 -0.2 0.0 0.121
H 0.41779 -5.00855 1.95559 -0.1 0.3 -0.1 0.078
H 2.46173 -2.51146 0.92447 0.1 0.0 -0.2 0.085
C -0.56492 1.23295 -0.33932 -0.3 0.8 -2.2 -0.232
C -0.37243 -0.16638 -0.93841 1.2 0.8 2.5 -0.184
O 1.04947 -0.36845 -0.99092 -0.2 0.0 -1.0 -0.103
O -1.96593 1.44581 -0.26323 0.0 -0.3 0.4 -0.058
H -0.13910 1.91482 -1.09073 0.0 0.2 0.1 0.108
H 0.02293 1.44443 0.55600 -0.3 -0.6 0.4 0.115
H -0.83891 -0.28909 -1.90869 -0.3 -0.1 0.1 0.136
H -0.71959 -0.82052 -0.13238 -0.5 -0.5 -0.7 0.101
H 1.28587 -0.51057 -1.92207 0.4 0.0 0.1 0.067
H -2.21775 2.28026 0.14948 0.1 -0.1 0.2 0.041
C 3.68547 -0.94310 -4.19441 0.1 0.7 -1.8 -0.240
C 3.18535 -2.25104 -4.83664 -0.3 1.1 2.3 -0.219
O 3.26188 -3.22375 -3.80587 0.3 -0.8 -0.7 -0.078
O 2.79311 -0.48068 -3.19895 -0.7 -0.5 0.2 -0.099
H 3.70003 -0.19378 -5.00313 0.2 0.1 0.0 0.115
H 4.70356 -0.99972 -3.80598 -0.1 -0.4 0.1 0.115
H 3.73940 -2.53853 -5.72429 0.4 -0.2 0.2 0.116
H 2.15094 -2.05759 -5.14263 -0.1 -0.2 0.0 0.116
H 2.64280 -3.00202 -3.09616 -0.3 0.0 -0.3 0.042
H 3.26248 0.14635 -2.62973 0.3 0.0 -0.2 0.045
C 4.16290 0.26765 0.48114 -1.7 0.5 -0.7 -0.209
C 4.99354 -0.12235 -0.72367 1.6 -0.2 0.0 -0.195
O 4.75784 0.70595 -1.86528 -0.4 0.1 0.1 -0.091
O 3.17206 -0.67698 0.87312 1.1 -0.3 0.6 -0.105
H 3.56225 1.11615 0.12532 0.4 0.5 0.2 0.125
H 4.73760 0.59596 1.34345 0.1 -0.4 0.1 0.120
H 4.85038 -1.16889 -0.99949 -0.3 0.2 -0.1 0.135
H 6.07330 -0.00908 -0.54766 -0.2 -0.2 0.5 0.123
H 4.98077 1.60528 -1.60510 0.0 0.0 -0.2 0.108
H 2.45140 -0.70203 0.22860 -0.3 0.3 -0.3 0.047
```
Positions in Å, forces in eV/Å.

=====

[2]
A 2-piece molecular cluster, CH2IOP overall at a distorted geometry. Source: OMol25; level of theory: ωB97M-V with the def2-TZVPD basis set.

Calculated values
max |F| = 1.581 eV/Å
highest occupied orbital energy (spin up / spin down) = -9.72 / -9.74 eV
Kohn-Sham gap (spin up / spin down) = 0.2640 / 0.2429 Eh
relative energy (zero: lowest compared OMol25 entry of this formula, charge and spin) = 221.9 kJ/mol

Geometry as XYZ:
```
6
Properties=species:S:1:pos:R:3:forces:R:3:lowdin_charge:R:1
C -0.24242 -1.25087 0.60375 -0.4 -0.1 -0.3 -0.203
O -1.14307 1.21345 -0.03881 -1.2 0.7 0.2 -0.482
P -0.02853 0.28430 -0.18636 1.5 -0.3 -0.3 0.697
I 2.07152 3.38996 -1.51488 0.0 -0.1 0.0 -0.013
H 0.57686 -1.94931 0.58547 0.3 -0.1 0.1 -0.010
H -1.23436 -1.68752 0.55083 -0.1 -0.1 0.2 0.011
```
Positions in Å, forces in eV/Å.

=====

[3]
A 9-piece molecular cluster, ClH16O8 overall. Source: OMol25; level of theory: ωB97M-V with the def2-TZVPD basis set.

Calculated values
max |F| = 0.467 eV/Å
highest occupied orbital energy = -4.70 eV
Kohn-Sham gap = 0.2779 Eh
net charge = -1
relative energy (zero: lowest compared OMol25 entry of this formula, charge and spin) = 214.9 kJ/mol

Geometry as XYZ:
```
25
Properties=species:S:1:pos:R:3:forces:R:3:lowdin_charge:R:1
Cl 11.17481 5.87742 5.41427 0.1 0.1 -0.1 -0.938
O 8.87325 6.51203 0.65387 -0.2 0.2 -0.1 -0.061
H 9.30453 6.04925 1.37224 0.2 -0.1 0.4 0.034
H 8.95703 5.92277 -0.09580 0.0 -0.1 -0.2 0.023
O 7.85726 2.17661 6.75677 -0.3 -0.2 -0.1 -0.063
H 8.35653 2.96979 6.56230 0.3 0.3 -0.2 0.030
H 8.19689 1.88024 7.60119 0.1 0.0 0.2 0.024
O 15.50387 7.34230 8.74677 0.2 0.1 0.3 -0.060
H 16.09821 7.13392 8.02596 0.1 0.0 -0.2 0.024
H 14.63416 7.34693 8.34702 -0.3 0.0 -0.1 0.034
O 13.76643 2.28875 2.27931 0.0 -0.3 -0.1 -0.057
H 13.46440 3.19274 2.36771 -0.2 0.3 0.2 0.033
H 14.65876 2.36579 1.94162 0.2 0.0 -0.1 0.021
O 12.85414 7.97052 1.43217 0.3 0.1 -0.3 -0.068
H 12.02891 8.42210 1.25523 -0.2 0.0 0.0 0.023
H 12.76361 7.64770 2.32873 -0.1 -0.2 0.4 0.023
O 6.06922 7.98207 6.42862 -0.3 0.1 0.2 -0.061
H 6.70830 7.30746 6.19900 0.3 -0.2 0.0 0.033
H 6.29372 8.72566 5.86926 0.1 0.2 -0.1 0.025
O 13.81052 2.38612 7.92901 0.0 -0.2 0.2 -0.062
H 14.74565 2.37025 7.72523 0.2 0.0 0.0 0.021
H 13.44873 3.05187 7.34409 -0.3 0.3 -0.2 0.030
O 12.23416 10.79917 6.64035 0.1 0.2 0.2 -0.061
H 12.15022 11.31191 5.83642 0.0 0.1 -0.2 0.022
H 11.76678 9.98458 6.45536 -0.1 -0.4 0.0 0.031
```
Positions in Å, forces in eV/Å.

=====

[4]
The molecule C4H7NO at a distorted geometry. Source: OMol25; level of theory: ωB97M-V with the def2-TZVPD basis set.

Calculated values
max |F| = 1.051 eV/Å
highest occupied orbital energy = -9.38 eV
Kohn-Sham gap = 0.3807 Eh
SMILES string = [H]/N=C/CCC=O
relative energy (zero: lowest compared OMol25 entry of this formula, charge and spin) = 223.1 kJ/mol

Geometry as XYZ:
```
13
Properties=species:S:1:pos:R:3:forces:R:3:lowdin_charge:R:1
O -0.75239 1.08193 -2.06025 0.2 0.2 0.6 0.045
C -0.09438 0.80196 -1.09147 0.4 0.8 -0.6 -0.366
C -0.28896 1.11048 0.38784 -0.1 0.0 -0.1 -0.146
C 0.40261 -0.08078 1.09640 0.0 -0.1 0.0 -0.169
C 0.25292 -1.24214 0.12606 -0.6 -0.4 0.2 -0.246
N -0.84910 -1.24665 -0.50754 0.4 -0.5 0.2 0.096
H 0.21989 2.06763 0.55951 0.0 -0.2 0.2 0.118
H -1.33705 1.21586 0.67379 0.1 0.0 -0.2 0.116
H 1.44576 0.13743 1.35383 -0.2 -0.2 -0.2 0.109
H -0.10637 -0.36775 2.02095 0.1 0.2 0.0 0.113
H 0.91605 0.30878 -1.18391 -0.2 0.6 -0.6 0.124
H 1.08128 -1.93771 -0.05175 -0.1 0.0 0.1 0.120
H -0.89026 -1.84905 -1.32346 0.0 -0.6 0.3 0.084
```
Positions in Å, forces in eV/Å.

=====

[5]
An isolated ion of composition C6H12N3O and charge +1 at a distorted geometry. Source: OMol25; level of theory: ωB97M-V with the def2-TZVPD basis set.

Calculated values
max |F| = 3.911 eV/Å
highest occupied orbital energy = -13.25 eV
Kohn-Sham gap = 0.3444 Eh
SMILES string = CCC(C)=[N+]=CN/C=N/O
net charge = +1
relative energy (zero: lowest compared OMol25 entry of this formula, charge and spin) = 477.1 kJ/mol

Geometry as XYZ:
```
22
Properties=species:S:1:pos:R:3:forces:R:3:lowdin_charge:R:1
C 1.09244 2.00353 -0.08793 1.2 -1.7 1.2 -0.047
C 3.16182 0.50968 -0.15570 1.4 0.0 0.0 -0.144
C -2.62296 -0.51385 0.89451 -0.4 -2.1 -0.8 -0.076
C -0.81056 -0.15818 -1.61500 -0.3 -0.4 0.2 0.021
C -1.15237 -0.81050 0.75487 0.6 -1.2 0.3 -0.167
C -0.43426 0.09225 -0.17128 -0.5 -0.4 -1.8 -0.293
N 2.41851 1.67839 -0.12029 -2.0 0.5 -0.5 0.097
N 0.16305 1.15670 0.08782 0.7 0.5 0.8 0.204
N 2.61339 -0.61318 -0.19024 -1.4 -1.0 0.1 0.016
O 3.43447 -1.69968 -0.00548 2.2 3.1 1.0 0.023
H 0.86983 3.03083 0.08737 0.0 0.8 -0.4 0.155
H 4.24693 0.73626 -0.17962 -0.6 -0.6 0.3 0.165
H -2.87034 0.37560 1.31519 -0.5 3.3 0.5 0.054
H -3.04985 -1.15950 1.64158 0.0 -0.9 0.1 0.093
H -3.12612 -0.75563 -0.05303 -0.2 0.5 0.5 0.095
H -0.45559 -1.16945 -2.05493 -1.0 1.7 1.0 0.142
H -1.89225 -0.06913 -1.32299 0.4 -0.7 -1.7 0.094
H -0.58576 0.68969 -2.27640 0.2 -0.4 0.2 0.097
H -0.67373 -0.89959 1.75738 -0.1 -0.2 -1.0 0.147
H -1.24317 -1.74342 0.13499 1.0 0.2 1.2 0.142
H 3.01714 -2.41752 -0.38546 -1.7 -2.3 -1.2 0.062
H 2.97591 2.47241 -0.08066 1.2 1.6 0.0 0.121
```
Positions in Å, forces in eV/Å.

=====

[6]
C28H43BrN2P2Pd as an isolated structure at a distorted geometry. Source: OMol25; level of theory: ωB97M-V with the def2-TZVPD basis set.

Calculated values
max |F| = 2.255 eV/Å
highest occupied orbital energy = -6.62 eV
Kohn-Sham gap = 0.2104 Eh
relative energy (zero: lowest compared OMol25 entry of this formula, charge and spin) = 48.4 kJ/mol

Geometry as XYZ:
```
77
Properties=species:S:1:pos:R:3:forces:R:3:lowdin_charge:R:1
C 3.24480 5.02365 -1.66107 0.2 -0.4 -0.3 -0.019
C 2.04190 4.67029 -2.31203 0.1 -0.4 0.1 -0.239
C 2.10281 4.24322 -3.65938 0.5 0.1 0.1 -0.022
C 3.36489 4.09400 -4.25945 -0.8 0.4 0.9 -0.143
N 4.47886 4.31288 -3.56967 1.1 0.5 -0.6 0.036
C 4.45625 4.82805 -2.34207 -1.3 -0.1 0.0 -0.141
C 0.80945 4.56452 -1.56061 -1.4 -0.2 0.6 0.037
C -0.20022 4.28394 -0.91700 1.6 0.4 -1.0 0.049
C -1.11473 3.53784 -0.10030 -0.4 0.9 0.2 -0.272
C -0.90386 3.48735 1.29033 0.4 -0.4 0.1 -0.041
C -1.14168 2.26656 1.93684 -0.7 0.7 -1.3 -0.133
C -1.70070 1.24276 1.15114 0.3 -0.8 0.8 -0.300
C -2.41457 1.51723 -0.04583 0.7 0.9 1.0 -0.125
C -2.10312 2.71601 -0.67641 0.2 -0.1 0.2 -0.053
Pd -1.23847 -0.68079 1.51173 -0.7 -1.4 -1.0 0.418
P 0.74212 -0.51563 0.41832 -0.5 0.3 -0.2 0.887
H 1.20098 4.00024 -4.22054 0.2 0.1 0.3 0.112
H 3.25745 5.34606 -0.61940 -0.2 0.0 -0.3 0.111
H 3.46258 3.83186 -5.32186 0.0 -0.1 0.6 0.109
H 5.40940 5.11680 -1.88624 -0.3 -0.3 -0.2 0.107
H -2.53722 3.01513 -1.62354 0.2 -0.3 -0.1 0.118
H -0.44415 4.34438 1.79555 0.1 -0.5 -0.2 0.119
H -3.14266 0.82995 -0.45743 0.3 -0.2 -0.1 0.085
H -0.90222 2.12733 2.98912 0.2 -0.1 -0.3 0.088
C 1.67726 -2.09389 0.29824 -0.5 -0.4 0.5 -0.415
C 2.74370 -2.31514 -0.77206 0.2 0.0 -0.1 -0.137
H 0.88533 -2.85596 0.19767 0.4 0.4 0.0 -0.037
H 2.06989 -2.23146 1.32201 -0.1 -0.1 -0.6 0.033
H 3.04782 -3.36901 -0.73270 -0.1 0.2 0.0 0.080
H 2.36647 -2.13117 -1.78236 0.0 0.0 0.1 0.059
H 3.65434 -1.72655 -0.61876 -0.2 0.0 -0.1 0.059
C 0.45912 0.13612 -1.27161 -0.1 -0.1 -0.1 -0.352
C 1.68862 0.69597 -1.99287 0.1 0.1 -0.1 -0.122
H -0.31292 0.91503 -1.17966 0.3 -0.3 0.0 0.055
H -0.00846 -0.68662 -1.84090 0.2 0.2 0.3 0.042
H 1.42635 0.91646 -3.03792 0.1 -0.1 0.2 0.078
H 2.01349 1.64413 -1.54602 0.0 -0.2 0.0 0.062
H 2.54066 0.00270 -1.99592 -0.3 0.3 0.0 0.053
C 1.79554 0.68953 1.28611 0.3 0.3 0.2 -0.385
C 3.28886 0.35684 1.33442 0.2 0.2 0.1 -0.142
H 1.40702 0.75511 2.31194 0.1 0.0 -0.3 0.052
H 1.61957 1.67138 0.82738 0.0 -0.2 0.0 0.077
H 3.81633 1.15922 1.86983 -0.1 -0.2 -0.1 0.077
H 3.45897 -0.57391 1.88708 0.0 0.2 -0.2 0.052
H 3.74666 0.26907 0.33995 -0.2 0.1 0.2 0.061
Br -1.45115 -3.20490 1.01306 0.3 0.1 1.5 -0.020
P -2.28636 -2.32234 -1.91781 0.1 1.2 1.4 0.835
C -1.02650 -3.01154 -3.06021 -0.3 -0.3 -0.1 -0.434
C -1.47993 -4.26252 -3.79510 0.5 -0.3 -0.6 -0.164
H -0.14907 -3.23681 -2.42696 -0.3 0.1 -0.3 0.058
H -0.73080 -2.21761 -3.76269 0.0 -0.2 0.2 0.070
H -0.66661 -4.61777 -4.43700 -0.1 -0.1 0.0 0.067
H -1.71616 -5.07568 -3.10227 0.0 0.2 -0.1 0.061
H -2.34205 -4.07950 -4.44783 0.1 0.0 0.2 0.066
C -3.53194 -3.62815 -1.47992 0.2 0.1 0.2 -0.471
C -4.89259 -3.58547 -2.15204 -0.2 -0.4 -0.1 -0.164
H -3.66384 -3.50114 -0.38639 0.1 -0.2 -0.6 -0.007
H -3.05928 -4.61149 -1.61675 -0.2 0.3 0.1 0.062
H -5.49449 -4.39860 -1.72916 -0.1 0.2 -0.1 0.070
H -5.41682 -2.64406 -1.95201 0.1 -0.2 -0.1 0.063
H -4.82942 -3.75397 -3.23353 -0.1 0.1 0.2 0.057
C -3.22681 -1.03060 -2.82206 0.1 -0.3 -0.5 -0.442
C -3.42760 -1.28664 -4.30961 -0.6 0.5 -0.3 -0.164
H -2.67834 -0.08541 -2.65518 -0.2 -0.3 -0.2 0.051
H -4.19606 -0.92605 -2.31081 0.3 0.0 -0.1 0.065
H -3.96966 -0.43561 -4.73975 0.1 -0.1 -0.2 0.066
H -2.47524 -1.37973 -4.84248 -0.2 0.0 0.1 0.060
H -4.04189 -2.17462 -4.50670 0.3 0.1 0.1 0.054
C 0.89860 0.32962 6.19679 0.2 0.1 -0.1 -0.094
C 0.28418 -0.83440 5.39040 -0.5 0.2 0.7 -0.226
C 1.12294 -1.35070 4.31686 1.1 -0.8 -1.5 -0.200
N 1.77685 -1.79810 3.46299 -1.1 0.9 1.8 0.184
H 1.95607 0.14532 6.42308 -0.3 0.0 -0.1 0.080
H 0.37543 0.47186 7.15195 0.0 -0.1 -0.4 0.078
H 0.83606 1.26440 5.63234 0.1 -0.1 0.1 0.069
H 0.07816 -1.65972 6.08269 0.0 0.0 -0.3 0.120
H -0.68828 -0.52975 4.96661 0.4 -0.2 0.1 0.111
```
Positions in Å, forces in eV/Å.

=====

Which value of max |F| does entry 4 give?
1.051 eV/Å

=====

Which of these has the highest max |F|?
C6H12N3O